Record 1
A cluster of 2 separate species, C4H11NO2 in total in a non-equilibrium geometry, computed with ωB97M-V/def2-TZVPD.

Structure (XYZ):
```
18
Properties=species:S:1:pos:R:3
O -1.48585 0.71930 -0.65485
C -0.54225 0.10602 -0.24348
C 0.27952 0.47147 0.97029
C 1.68954 -0.11540 0.94848
C 2.28249 -0.63169 -0.33275
N -0.31251 -0.18118 2.13845
H -0.31365 -0.90634 -0.71324
H 0.27357 1.58222 1.14446
H 1.71015 -1.00923 1.65456
H 2.32519 0.78233 1.39889
H 1.97760 -1.68766 -0.52914
H 2.01279 -0.05936 -1.20652
H 3.39576 -0.64743 -0.14639
H -0.25017 -1.13911 2.04075
H -1.17496 0.06196 2.43185
H -3.32134 0.93698 -2.53031
H -4.73673 1.01045 -3.09417
O -3.80915 0.70667 -3.27687
```

The calculation puts the LUMO energy (spin up / spin down) at -5.1491 / -9.3390 eV. The orbital gap (spin up / spin down) comes out at 8.78 / 4.59 eV. Its expectation value of S² is 0.76. For the energy above the lowest of the compared OMol25 structures with the same formula, charge and spin, the calculation gives 209.6 kJ/mol. The net charge is +1. For the energy, the calculation gives -9900.82328 eV. Its spin multiplicity is 2. Its strongest force on any atom is 4.65 eV Å⁻¹.

Here are the natural (NBO) charges for atoms 1 to 4, given in e: -0.2758, 0.4317, -0.1793, -0.3996

***

Record 2
A cluster of 3 separate species, C4H11NO2 in total in a non-equilibrium geometry, computed with ωB97M-V/def2-TZVPD.

Structure (XYZ):
```
18
Properties=species:S:1:pos:R:3
C -1.64514 0.47634 1.25191
C -0.70172 0.04458 0.22162
C 0.35050 0.83931 -0.22746
N 1.17627 0.42837 -1.18989
C 2.11973 -0.40625 -1.14911
H -1.73134 -0.28593 2.02788
H -2.63218 0.56510 0.79501
H -1.33780 1.40127 1.72635
H -0.88584 -0.89223 -0.29948
H 0.47477 1.86573 0.11213
H 2.42732 -0.88467 -0.23226
H 2.66299 -0.65488 -2.06011
H 0.95753 -1.23729 3.13518
H 0.86092 -0.43754 1.81803
O 1.47807 -0.73804 2.49420
H -0.41118 -0.04724 -2.65573
H -1.92241 0.26629 -2.69882
O -1.24048 -0.30293 -3.06945
```

The calculation puts the LUMO energy (spin up / spin down) at -4.8434 / -8.2096 eV. The orbital gap (spin up / spin down) comes out at 10.34 / 7.00 eV. Its expectation value of S² is 0.76. For the energy above the lowest of the compared OMol25 structures with the same formula, charge and spin, the calculation gives 142.7 kJ/mol. The net charge is +1. For the energy, the calculation gives -9901.51643 eV. Its spin multiplicity is 2. Its strongest force on any atom is 1.49 eV Å⁻¹.

Here are the natural (NBO) charges for atoms 1 to 4, given in e: -0.7036, 0.0344, 0.0561, -0.2742

***

Record 3
A cluster of 3 separate species, C4H11NO2P in total in a non-equilibrium geometry, computed with ωB97M-V/def2-TZVPD.

Structure (XYZ):
```
19
Properties=species:S:1:pos:R:3
C -1.45592 -0.84968 -1.35344
C -2.85847 -1.74762 0.45720
C 1.73631 -0.82330 0.88444
C -2.46399 -0.72736 -0.25290
N 2.53990 -0.75589 -0.22803
O 1.66923 4.17491 0.77402
O 2.38059 1.76185 -0.20200
P 3.05590 0.61822 -0.91957
H -1.66307 -1.78211 -1.70889
H -1.67984 -0.10800 -2.15853
H -0.37318 -0.79209 -1.11095
H -2.74472 -2.89153 0.19252
H 1.47402 3.30695 0.49573
H -3.52571 -1.50665 1.21586
H 2.27343 -1.00423 1.83647
H 1.15075 0.07552 1.13098
H 0.97236 -1.58095 0.68326
H -2.66462 0.22324 0.27754
H 2.17703 4.40871 -0.01371
```

The calculation puts the LUMO energy at 3.5448 eV. The orbital gap comes out at 7.52 eV. For the energy above the lowest of the compared OMol25 structures with the same formula, charge and spin, the calculation gives 230.0 kJ/mol. The net charge is -1. For the energy, the calculation gives -19200.50060 eV. Its strongest force on any atom is 4.28 eV Å⁻¹.

Here are the natural (NBO) charges for atoms 1 to 4, given in e: -0.6557, -0.4034, -0.4251, -0.1638

***

Record 4
A cluster of 2 separate species, C4H11NO2S in total, computed with ωB97M-V/def2-TZVPD.

Structure (XYZ):
```
19
Properties=species:S:1:pos:R:3
O 0.83642 0.41732 -2.84438
C -0.13104 -0.10840 -2.32142
N -0.20024 -0.56716 -1.06414
C 0.86719 -0.65584 -0.05767
C 0.70699 0.49513 0.93398
S 1.05625 2.16092 0.30202
C 0.74873 -1.98710 0.68091
H -1.05460 -0.29008 -2.87875
H -1.10640 -0.86715 -0.72576
H 1.78404 -0.62380 -0.62261
H -0.33379 0.50649 1.27015
H 1.32559 0.35457 1.81572
H 0.80711 1.93181 -0.99177
H 1.18773 -2.79574 0.10946
H -0.27394 -2.31617 0.86700
H 1.28365 -1.89966 1.62435
H -2.71717 2.35854 0.59810
H -2.11779 2.17419 1.98031
O -2.66872 1.71211 1.32449
```

The calculation puts the LUMO energy (spin up / spin down) at 3.2773 / 3.2414 eV. The orbital gap (spin up / spin down) comes out at 2.41 / 8.81 eV. Its expectation value of S² is 0.75. For the energy above the lowest of the compared OMol25 structures with the same formula, charge and spin, the calculation gives 0.0 kJ/mol. The net charge is -1. For the energy, the calculation gives -20746.07769 eV. Its spin multiplicity is 2. Its strongest force on any atom is 0.94 eV Å⁻¹.

Here are the natural (NBO) charges for atoms 1 to 4, given in e: -0.6532, 0.4701, -0.6183, -0.0771

***

Record 5
A structure of composition C4H11NO3 in a non-equilibrium geometry, computed with ωB97M-V/def2-TZVPD.

Structure (XYZ):
```
19
Properties=species:S:1:pos:R:3
C 1.02846 0.07514 0.46562
C -0.12777 -0.67145 -0.00677
C 1.45775 1.34742 -0.20300
C -0.44659 -0.80115 -1.46337
N -1.18113 0.61860 0.78472
O -1.42816 0.20168 2.10809
O -2.42156 0.52910 0.08797
O 1.98884 -1.16253 -0.11350
H -1.87870 -0.66128 2.07164
H -2.81267 1.41048 0.16196
H 1.99715 -1.86610 0.54847
H 1.14474 0.07856 1.54901
H -0.37038 -1.55462 0.59033
H 0.79763 2.14981 0.12327
H 1.41583 1.26757 -1.28544
H 2.48347 1.57063 0.08301
H -1.52961 -0.84635 -1.59173
H -0.01484 -1.72290 -1.84870
H -0.10246 0.03740 -2.06156
```

The calculation puts the LUMO energy at 0.7686 eV. The orbital gap comes out at 9.71 eV. For the energy above the lowest of the compared OMol25 structures with the same formula, charge and spin, the calculation gives 581.9 kJ/mol. For the energy, the calculation gives -11954.07891 eV. Its strongest force on any atom is 5.14 eV Å⁻¹.

Here are the natural (NBO) charges for atoms 1 to 4, given in e: 0.0968, -0.0044, -0.6463, -0.6577

***

Record 6
A cluster of 2 separate species, C4H11NO3 in total in a non-equilibrium geometry, computed with ωB97M-V/def2-TZVPD.

Structure (XYZ):
```
19
Properties=species:S:1:pos:R:3
O 1.35731 0.70716 1.69190
C 1.36184 -0.49942 1.81028
N 0.43739 -1.31746 1.26754
C -0.61020 -0.77725 0.44010
C -0.27345 -0.88490 -1.04379
C -1.42764 -0.61865 -1.97147
O 0.82360 -0.00159 -1.36407
H 2.14233 -0.99183 2.40316
H 0.62998 -2.30785 1.23463
H -0.81437 0.25409 0.71119
H -1.58216 -1.26126 0.62312
H 0.12662 -1.88716 -1.18496
H -2.29610 -1.23062 -1.71566
H -1.12107 -0.85436 -2.98359
H -1.81180 0.40060 -1.90554
H 1.08352 0.49427 -0.57095
H -0.46448 2.58807 -0.99099
H -0.84274 2.75743 0.48750
O -1.17733 2.88862 -0.41486
```

The calculation puts the LUMO energy at 0.6920 eV. The orbital gap comes out at 10.89 eV. For the energy above the lowest of the compared OMol25 structures with the same formula, charge and spin, the calculation gives 89.4 kJ/mol. For the energy, the calculation gives -11959.18321 eV. The SMILES is C[C@@H](O)CNC=O.O. Its strongest force on any atom is 1.33 eV Å⁻¹.

Here are the natural (NBO) charges for atoms 1 to 4, given in e: -0.6415, 0.5305, -0.6082, -0.2676